An isolated molecule of C4H5NO at a distorted geometry. Source: the Open Molecules 2025 dataset; level of theory: the ωB97M-V functional and the def2-TZVPD basis.

```
11
C4H5NO, DFT the ωB97M-V functional and the def2-TZVPD basis
H 0.034 -0.312 1.777
C 1.695 -0.086 0.522
N 2.762 -0.492 0.318
H -0.522 2.159 -0.518
C 0.272 -0.072 0.738
H -1.814 0.010 0.538
H 0.472 -0.485 -1.389
C -0.958 0.352 -0.044
H -0.517 -1.818 -0.629
O -1.214 1.525 -0.726
C -0.210 -0.781 -0.588
```

Calculated values
lowest unoccupied orbital energy	0.6	eV
HOMO-LUMO gap	10.81	eV
SMILES	N#C[C@@H]1C[C@@H]1O
relative energy (zero: lowest compared OMol25 entry of this formula, charge and spin)	2.471	eV
max |F|	1.23	eV/A
HOMO energy	-10.22	eV

Atomic partial charges in e from the Löwdin method, atoms 1 to 2:
1 H 0.1387
2 C -0.2386

***

An isolated molecule of C4H5NO at a distorted geometry. Source: the Open Molecules 2025 dataset; level of theory: the ωB97M-V functional and the def2-TZVPD basis.

```
11
C4H5NO, DFT the ωB97M-V functional and the def2-TZVPD basis
C 0.007 -0.220 -0.173
H 2.074 -0.426 -0.598
C -0.013 -0.288 1.178
H 0.992 -1.526 -1.486
H 1.104 0.176 -1.970
N -1.167 0.384 -0.620
O -1.236 0.160 1.612
C -1.677 0.765 0.502
H 0.727 -0.311 1.959
H -1.924 1.794 0.712
C 1.114 -0.509 -1.115
```

Calculated values
lowest unoccupied orbital energy	0.9	eV
HOMO-LUMO gap	9.63	eV
SMILES	Cc1cocn1
relative energy (zero: lowest compared OMol25 entry of this formula, charge and spin)	1.898	eV
max |F|	2.01	eV/A
HOMO energy	-8.78	eV

Atomic partial charges in e from the Löwdin method, atoms 1 to 2:
1 C -0.3499
2 H 0.0818

***

A structure of composition C4H5NO. Source: the Open Molecules 2025 dataset; level of theory: the ωB97M-V functional and the def2-TZVPD basis.

```
11
C4H5NO, DFT the ωB97M-V functional and the def2-TZVPD basis
H 2.305 -0.415 -0.963
N -0.696 0.904 1.426
O 1.278 1.248 -0.433
H 0.498 -1.952 -0.649
C 0.242 -0.892 -0.667
H -1.996 -0.714 -1.358
C 1.326 0.043 -0.708
C -1.167 -0.490 -0.696
H 0.140 1.477 1.271
C -0.968 0.109 0.422
H -0.967 0.667 2.370
```

Calculated values
lowest unoccupied orbital energy	0.8	eV
HOMO-LUMO gap	8.96	eV
relative energy (zero: lowest compared OMol25 entry of this formula, charge and spin)	3.409	eV
max |F|	0.49	eV/A
HOMO energy	-8.17	eV

Atomic partial charges in e from the Löwdin method, atoms 1 to 2:
1 H 0.1119
2 N 0.1394

***

An isolated molecule of C4H5NO. Source: the Open Molecules 2025 dataset; level of theory: the ωB97M-V functional and the def2-TZVPD basis.

```
11
C4H5NO, DFT the ωB97M-V functional and the def2-TZVPD basis
H 0.921 0.461 1.634
N -2.378 -0.087 -0.566
H 1.948 -0.762 -1.007
H -0.451 -1.532 -1.255
C 1.524 0.401 0.738
C -0.155 -0.739 -0.570
C -1.214 0.129 -0.003
C 1.169 -0.419 -0.323
O -0.876 0.975 0.877
H -2.990 0.682 -0.259
H 2.501 0.892 0.734
```

Calculated values
lowest unoccupied orbital energy (spin up / spin down)	-2.1 / -2.3	eV
HOMO-LUMO gap (spin up / spin down)	7.28 / 6.59	eV
relative energy (zero: lowest compared OMol25 entry of this formula, charge and spin)	3.566	eV
max |F|	0.62	eV/A
HOMO energy (spin up / spin down)	-9.37 / -8.92	eV

Atomic partial charges in e from the Löwdin method, atoms 1 to 2:
1 H 0.0759
2 N 0.1626

***

An isolated molecule of C4H5NO at a distorted geometry. Source: the Open Molecules 2025 dataset; level of theory: the ωB97M-V functional and the def2-TZVPD basis.

```
11
C4H5NO, DFT the ωB97M-V functional and the def2-TZVPD basis
C 0.279 -1.390 0.270
C 0.706 -0.204 -0.576
H -0.020 1.366 0.747
H 0.611 -0.475 -1.632
C -0.233 0.981 -0.257
C -1.659 0.627 -0.313
H 0.561 -1.958 2.010
H -0.063 1.794 -0.972
H 1.737 0.115 -0.368
O 0.868 -1.236 1.440
N -2.788 0.380 -0.349
```

Calculated values
lowest unoccupied orbital energy	0.4	eV
HOMO-LUMO gap	9.40	eV
relative energy (zero: lowest compared OMol25 entry of this formula, charge and spin)	2.882	eV
max |F|	1.13	eV/A
HOMO energy	-8.99	eV

Atomic partial charges in e from the Löwdin method, atoms 1 to 2:
1 C -0.0669
2 C -0.2290

***

An isolated molecule of C4H5NO. Source: the Open Molecules 2025 dataset; level of theory: the ωB97M-V functional and the def2-TZVPD basis.

```
11
C4H5NO, DFT the ωB97M-V functional and the def2-TZVPD basis
H -1.461 -0.778 -2.672
C 0.352 0.560 1.192
H 1.527 1.262 -0.489
H -0.821 -0.425 2.524
N -0.681 -0.260 1.540
C -0.637 -0.899 -1.977
H 1.117 -0.366 -1.475
C 0.655 0.661 -0.258
O 1.004 1.196 2.006
H -1.082 -0.907 0.880
C 0.026 -0.044 -1.271
```

Calculated values
lowest unoccupied orbital energy (spin up / spin down)	-0.6 / -0.6	eV
HOMO-LUMO gap (spin up / spin down)	7.84 / 7.84	eV
relative energy (zero: lowest compared OMol25 entry of this formula, charge and spin)	4.746	eV
max |F|	0.46	eV/A
HOMO energy (spin up / spin down)	-8.46 / -8.46	eV

Atomic partial charges in e from the Löwdin method, atoms 1 to 2:
1 H 0.0339
2 C -0.5518

***

An isolated molecule of C4H5NO at a distorted geometry. Source: the Open Molecules 2025 dataset; level of theory: the ωB97M-V functional and the def2-TZVPD basis.

```
11
C4H5NO, DFT the ωB97M-V functional and the def2-TZVPD basis
C 1.995 0.483 -0.378
O -0.763 1.368 0.133
H -1.620 -1.762 0.197
C 1.780 0.545 0.892
H 2.133 0.717 1.851
H -2.753 -0.426 -0.214
C -0.655 0.213 0.093
H -1.595 -1.062 -1.409
H 2.232 1.150 -1.163
C -1.692 -0.768 -0.260
N 0.938 -0.459 0.258
```

Calculated values
lowest unoccupied orbital energy	1.0	eV
HOMO-LUMO gap	9.02	eV
SMILES	CC(=O)N1C=C1
relative energy (zero: lowest compared OMol25 entry of this formula, charge and spin)	4.744	eV
max |F|	4.13	eV/A
HOMO energy	-8.07	eV

Atomic partial charges in e from the Löwdin method, atoms 1 to 2:
1 C -0.0125
2 O 0.1179

***

An isolated molecule of C4H5NO. Source: the Open Molecules 2025 dataset; level of theory: the ωB97M-V functional and the def2-TZVPD basis.

```
11
C4H5NO, DFT the ωB97M-V functional and the def2-TZVPD basis
C 0.554 0.910 -1.478
N 0.922 1.900 -2.103
C -0.871 -1.087 1.365
C 0.103 -0.115 -0.795
H -0.498 1.051 0.958
C -0.282 0.032 0.631
H -1.526 -0.907 2.216
O 0.488 -0.732 1.558
H 1.921 2.077 -1.982
H -1.041 -2.025 0.833
H 0.137 -1.107 -1.237
```

Calculated values
lowest unoccupied orbital energy	1.0	eV
HOMO-LUMO gap	10.08	eV
SMILES	N=C=C[C@H]1CO1
relative energy (zero: lowest compared OMol25 entry of this formula, charge and spin)	2.576	eV
max |F|	0.65	eV/A
HOMO energy	-9.10	eV

Atomic partial charges in e from the Löwdin method, atoms 1 to 2:
1 C -0.1752
2 N 0.1422